Formula: C5H4N2O
Source: OMol25
Level of theory: ωB97M-V/def2-TZVPD

Its structure (SMILES) is N#CC1=NC1.C=C=O.

Geometry as XYZ:
```
12
Properties=species:S:1:pos:R:3:mulliken_charge:R:1
N -2.14 0.58 2.05 -0.349
C -1.83 0.37 0.97 0.276
C -1.56 0.09 -0.38 0.316
N -0.90 -0.57 -1.23 -0.392
C -1.61 0.69 -1.73 -0.364
H -2.35 0.34 -2.36 0.266
H -0.95 1.41 -2.07 0.247
C 2.50 -0.97 1.19 -0.972
C 1.89 -0.04 0.50 0.840
O 1.39 0.80 -0.11 -0.347
H 3.48 -0.76 1.67 0.233
H 2.07 -1.94 1.49 0.246
```

Formula: C5H4N2O
Source: OMol25
Level of theory: ωB97M-V/def2-TZVPD

Its structure (SMILES) is c1nc2occc2[nH]1.

Geometry as XYZ:
```
12
Properties=species:S:1:pos:R:3:mulliken_charge:R:1
C 2.14 -0.41 -0.03 -0.042
N 1.21 -1.36 0.18 -0.533
C -0.06 -0.84 -0.19 0.281
O -1.29 -1.42 -0.15 -0.305
C -2.10 -0.27 -0.02 -0.371
C -1.35 0.89 0.10 -0.585
C 0.02 0.55 -0.03 0.477
N 1.40 0.73 -0.32 -0.400
H 3.14 -0.92 -0.02 0.343
H -3.20 -0.49 -0.03 0.387
H -1.58 1.91 0.01 0.394
H 1.70 1.63 0.51 0.354
```

Formula: C5H4N2O
Source: OMol25
Level of theory: ωB97M-V/def2-TZVPD

Geometry as XYZ:
```
12
Properties=species:S:1:pos:R:3:mulliken_charge:R:1
C -1.52 -0.85 0.03 0.523
C 1.42 -0.22 -0.11 -0.350
C 1.11 1.14 0.32 -0.751
C 0.82 -1.38 -0.11 0.059
C 0.06 1.87 0.09 0.610
N -2.57 -0.24 0.23 -0.503
N -0.57 -1.60 0.10 -0.420
O -0.85 2.56 -0.10 -0.325
H 2.47 -0.32 -0.23 0.300
H 1.92 1.66 0.70 0.348
H 1.23 -2.24 -0.78 0.248
H -3.51 -0.36 -0.14 0.262
```

Formula: C5H4N2O2
Source: OMol25
Level of theory: ωB97M-V/def2-TZVPD

Its structure (SMILES) is N#C[C@@]1(C=O)CC(=O)N1.

Geometry as XYZ:
```
13
Properties=species:S:1:pos:R:3:mulliken_charge:R:1
N -2.57 -1.54 -0.25 -0.411
C -1.59 -0.94 -0.13 -0.248
C -0.47 -0.04 0.08 1.312
C -0.99 1.37 0.27 -0.228
O -0.40 2.30 -0.18 -0.431
C 0.60 -0.45 1.15 -0.671
C 1.60 -0.47 -0.02 0.374
O 2.80 -0.52 -0.18 -0.560
N 0.56 -0.19 -0.91 -0.433
H -1.87 1.55 0.92 0.387
H 0.39 -1.41 1.60 0.316
H 0.82 0.33 1.85 0.267
H 0.69 0.59 -1.52 0.327
```

Formula: C5H4N2O2
Source: OMol25
Level of theory: ωB97M-V/def2-TZVPD

Its structure (SMILES) is N#C[C@@H](O)c1cnco1.

Geometry as XYZ:
```
13
Properties=species:S:1:pos:R:3:mulliken_charge:R:1
N -2.89 0.94 -1.18 -0.369
C -2.22 0.45 -0.39 0.107
C -1.31 -0.16 0.61 0.189
O -1.63 -1.54 0.61 -0.536
C 0.35 0.19 0.04 0.354
C 1.14 0.05 -1.09 -0.328
N 2.35 0.26 -0.71 -0.511
C 2.37 0.54 0.56 -0.024
O 1.10 0.48 1.09 -0.301
H -1.64 0.23 1.62 0.267
H -1.70 -1.91 -0.35 0.386
H 0.88 -0.31 -2.05 0.420
H 3.20 0.79 1.25 0.347
```

Formula: C5H4N2OS2
Source: OMol25
Level of theory: ωB97M-V/def2-TZVPD

Its structure (SMILES) is [S-][N+]1=NC=C2O[C@H](S)C=C21.

Geometry as XYZ:
```
14
Properties=species:S:1:pos:R:3:mulliken_charge:R:1
S -3.27 -1.58 -0.11 -0.311
N -2.13 0.03 -0.12 0.064
N -2.23 1.39 -0.46 -0.430
C -0.98 2.10 -0.38 -0.998
C -0.08 1.08 -0.05 0.831
O 1.28 0.88 0.20 -0.366
C 1.43 -0.49 0.50 0.011
S 2.32 -1.71 -0.65 -0.228
C 0.14 -1.11 0.52 -0.529
C -0.73 -0.14 0.19 0.345
H -1.03 3.10 -0.51 0.515
H 2.11 -0.72 1.32 0.392
H 3.05 -0.69 -1.15 0.173
H 0.12 -2.15 0.69 0.530
```

Formula: C5H4NaO4
Source: OMol25
Level of theory: ωB97M-V/def2-TZVPD

The spin multiplicity is 2. The net charge is +2.

Geometry as XYZ:
```
14
Properties=species:S:1:pos:R:3:mulliken_charge:R:1
C 1.89 1.49 2.88 -0.328
C 0.79 1.30 3.37 0.024
H 2.55 0.67 3.40 0.338
H 1.09 -0.97 1.74 0.344
O -0.12 0.17 0.25 -0.275
C 0.56 -0.96 -0.10 0.715
O 0.62 -1.37 -1.23 -0.608
O 1.15 -1.50 0.91 -0.328
Na 1.42 -2.79 -2.72 1.049
C -1.97 0.46 -0.65 0.811
C -0.75 0.87 -0.84 -0.398
O -3.11 0.10 -0.89 -0.204
H -0.49 1.81 -1.34 0.378
H -3.83 0.74 -0.65 0.483
```

Formula: C5H4O
Source: OMol25
Level of theory: ωB97M-V/def2-TZVPD

Its structure (SMILES) is C#C/C=C/C=O.

Geometry as XYZ:
```
10
Properties=species:S:1:pos:R:3:mulliken_charge:R:1
C 2.83 -0.33 0.12 -0.052
C 1.63 -0.12 -0.19 -0.251
C 0.31 0.35 -0.31 -0.300
C -0.77 -0.41 -0.33 -0.101
C -2.16 0.24 0.03 -0.011
O -3.18 -0.49 0.09 -0.486
H 3.87 -0.59 0.67 0.313
H 0.29 1.52 0.01 0.195
H -0.70 -1.49 -0.38 0.380
H -2.13 1.31 0.29 0.313
```

Formula: C5H4O
Source: OMol25
Level of theory: ωB97M-V/def2-TZVPD

Its structure (SMILES) is C#CC(=O)C=C.

Geometry as XYZ:
```
10
Properties=species:S:1:pos:R:3:mulliken_charge:R:1
C 2.69 -0.17 -0.02 0.119
C 1.60 0.25 -0.14 -0.343
C 0.20 0.73 0.03 0.419
O 0.01 1.93 0.04 -0.527
C -0.73 -0.46 0.06 -0.314
C -2.04 -0.15 -0.02 -0.614
H 3.66 -0.67 0.15 0.368
H -0.31 -1.45 0.30 0.324
H -2.75 -0.92 -0.23 0.305
H -2.34 0.91 -0.18 0.263
```

Formula: C5H4O2
Source: OMol25
Level of theory: ωB97M-V/def2-TZVPD

Its structure (SMILES) is C=C/C=C1/OC1=O.

Geometry as XYZ:
```
11
Properties=species:S:1:pos:R:3:mulliken_charge:R:1
C -1.51 -0.76 -0.27 -0.796
C -0.31 -1.33 -0.23 0.073
C 0.93 -0.65 0.18 -0.435
C 0.98 0.67 0.25 0.225
O 1.87 1.73 0.58 -0.416
C 0.58 2.01 0.18 0.720
O -0.10 2.96 0.01 -0.457
H -1.67 0.28 0.02 0.188
H -2.38 -1.30 -0.62 0.247
H -0.20 -2.37 -0.52 0.291
H 1.82 -1.23 0.42 0.359
```

Formula: C5H4O2
Source: OMol25
Level of theory: ωB97M-V/def2-TZVPD

Its structure (SMILES) is O=C1C=CCC1=O.

Geometry as XYZ:
```
11
Properties=species:S:1:pos:R:3:mulliken_charge:R:1
O 2.02 1.47 0.56 -0.517
C 1.07 0.74 0.41 0.540
C 1.04 -0.73 0.44 -0.455
C -0.10 -1.16 -0.12 -0.333
C -1.15 -0.08 -0.29 -0.352
C -0.33 1.19 -0.07 0.309
O -0.67 2.32 -0.26 -0.502
H 1.89 -1.36 0.68 0.414
H -0.15 -2.15 -0.54 0.371
H -1.95 -0.13 0.46 0.240
H -1.64 -0.09 -1.27 0.286
```

Formula: C5H4O2
Source: OMol25
Level of theory: ωB97M-V/def2-TZVPD

Its structure (SMILES) is C#CC(=C)OC=O.

Geometry as XYZ:
```
11
Properties=species:S:1:pos:R:3:mulliken_charge:R:1
C -1.09 -2.15 0.21 -0.094
C -0.41 -1.16 -0.09 -0.161
C 0.69 -0.32 -0.25 0.403
C 2.01 -0.81 -0.16 -0.867
O 0.38 1.00 -0.71 -0.265
C -0.50 1.72 -0.06 0.158
O -1.19 1.35 0.97 -0.522
H -1.89 -2.93 0.55 0.347
H 2.05 -1.78 0.54 0.241
H 2.85 -0.20 -0.28 0.368
H -0.73 2.46 -0.74 0.393
```

What energy relative to the best compared isomer or geometry (same formula, charge and spin) values result from the calculations? In sequence: 3.594 3.762 2.361 1.605 2.980 3.747 0.000 2.560 1.853 2.424 0.659 3.940 eV.